Computed, not measured: 3 unconnected molecules or ions with the total composition C5H12O3 at a distorted geometry, with the ωB97M-V functional and the def2-TZVPD basis.

Each atom is followed by the atoms it is bonded to, with distances in Å.
Cartesian coordinates (Å):
1 C 1.997 -1.378 0.901  C2 1.328, H7 1.089, H8 1.082
2 C 0.852 -1.057 0.310  C1 1.328, C3 1.456, H9 1.080
3 C 0.248 0.267 0.359  C2 1.456, C4 1.325, H10 1.090
4 C -0.874 0.714 -0.185  C3 1.325, C5 1.496, H11 1.087
5 C -1.229 2.167 -0.144  C4 1.496, O6 1.444, H12 1.082, H13 1.090
6 O -0.177 2.998 -0.681  C5 1.444, H14 0.965
7 H 2.588 -0.548 1.287  C1 1.089
8 H 2.453 -2.337 1.106  C1 1.082
9 H 0.350 -1.744 -0.355  C2 1.080
10 H 0.894 0.989 0.857  C3 1.090
11 H -1.413 0.045 -0.851  C4 1.087
12 H -1.287 2.512 0.880  C5 1.082
13 H -2.145 2.392 -0.690  C5 1.090
14 H -0.178 2.928 -1.643  O6 0.965
15 O 0.482 -1.280 -2.549  H16 0.970, H17 0.965
16 H 0.712 -1.765 -3.356  O15 0.970
17 H 1.060 -0.511 -2.612  O15 0.965
18 O -1.166 -1.973 2.390  H19 0.966, H20 0.965
19 H -0.455 -2.150 1.759  O18 0.966
20 H -1.275 -1.015 2.415  O18 0.965

Spin multiplicity ... 1
Frontier orbital gap ... 9.381 eV
SMILES string ... C=C/C=C/CO.O.O
HOMO energy ... -0.330 Ha
ΔE to the lowest compared entry with this formula, charge and spin ... 250.6 kJ/mol